# C31H78CuN5O11

A structure of composition C31H78CuN5O11 in a non-equilibrium geometry (ωB97M-V with the def2-TZVPD basis set, the Open Molecules 2025 dataset).

The geometry in XYZ format:
```
126
Properties=species:S:1:pos:R:3:lowdin_charge:R:1
Cu -0.738 -0.242 -2.063 0.42
C 1.506 0.975 0.240 -0.33
O 0.510 1.394 -0.584 -0.37
H 1.331 -0.044 0.587 0.03
H 2.462 0.883 -0.274 0.05
H 1.745 1.608 1.095 0.06
C 0.053 8.424 1.543 -0.13
O 0.693 7.161 1.661 -0.19
C 1.230 6.715 0.428 -0.22
C 1.204 5.163 0.412 -0.19
N -0.012 4.452 -0.034 -0.03
C -1.116 4.711 0.891 -0.18
C -0.983 3.916 2.205 -0.22
O -2.230 3.895 2.864 -0.20
C -2.177 3.263 4.148 -0.10
H -0.922 8.502 1.061 0.09
H 0.685 9.254 1.229 0.08
H -0.099 8.816 2.549 0.08
H 2.227 7.139 0.312 0.11
H 0.714 7.119 -0.443 0.12
H 1.490 4.870 1.422 0.11
H 2.003 4.858 -0.264 0.10
H 0.261 3.480 -0.015 0.05
H -2.129 4.565 0.518 0.10
H -1.150 5.782 1.091 0.10
H -0.230 4.328 2.877 0.11
H -0.673 2.882 2.054 0.12
H -1.964 2.197 4.071 0.08
H -3.161 3.321 4.613 0.08
H -1.411 3.709 4.782 0.08
C -2.053 0.627 -5.340 -0.06
O -1.546 0.859 -4.003 -0.25
C -1.314 2.251 -3.753 -0.18
C 0.191 2.441 -4.062 -0.17
N 1.041 1.359 -3.432 -0.03
C 2.442 1.696 -3.795 -0.18
C 3.176 2.711 -2.839 -0.20
O 4.092 3.524 -3.556 -0.21
C 4.857 4.524 -2.857 -0.09
H -2.732 1.385 -5.730 0.09
H -2.569 -0.333 -5.367 0.07
H -1.242 0.513 -6.060 0.09
H -1.507 2.567 -2.728 0.11
H -1.875 2.956 -4.366 0.12
H 0.376 3.395 -3.568 0.11
H 0.409 2.597 -5.118 0.11
H 0.981 1.482 -2.431 0.03
H 2.481 2.267 -4.722 0.10
H 3.004 0.808 -4.083 0.10
H 3.733 2.094 -2.134 0.11
H 2.406 3.312 -2.355 0.11
H 5.594 4.945 -3.541 0.08
H 5.398 4.065 -2.030 0.08
H 4.244 5.368 -2.540 0.08
C -5.321 -3.093 -5.395 -0.15
O -4.306 -2.504 -4.677 -0.19
C -4.051 -3.135 -3.377 -0.17
C -3.100 -2.344 -2.514 -0.20
N -1.916 -1.875 -3.210 -0.02
C -1.042 -3.054 -3.601 -0.17
C 0.362 -2.637 -3.798 -0.23
O 0.892 -2.306 -2.532 -0.21
C 2.300 -2.245 -2.484 -0.07
H -5.786 -2.323 -6.010 0.09
H -6.140 -3.595 -4.878 0.08
H -4.940 -3.949 -5.952 0.09
H -3.673 -4.143 -3.548 0.12
H -5.022 -3.214 -2.888 0.12
H -2.906 -2.780 -1.534 0.12
H -3.677 -1.490 -2.159 0.11
H -2.344 -1.628 -4.091 0.06
H -1.337 -3.479 -4.561 0.12
H -1.183 -3.915 -2.948 0.13
H 0.310 -1.758 -4.440 0.13
H 0.781 -3.534 -4.254 0.13
H 2.635 -2.160 -1.451 0.07
H 2.684 -1.443 -3.114 0.08
H 2.700 -3.210 -2.799 0.09
C -0.086 -2.870 0.421 -0.11
O -1.313 -2.191 0.361 -0.18
C -1.480 -1.205 1.378 -0.18
C -2.686 -0.271 1.058 -0.17
N -2.295 0.458 -0.138 -0.03
C -3.116 1.639 -0.205 -0.23
C -4.467 1.439 -0.879 -0.21
O -5.426 0.603 -0.234 -0.16
C -5.794 1.098 1.035 -0.11
H 0.151 -3.275 1.405 0.09
H 0.763 -2.227 0.186 0.05
H -0.061 -3.691 -0.295 0.09
H -0.607 -0.556 1.446 0.10
H -1.570 -1.644 2.371 0.12
H -3.055 0.321 1.895 0.10
H -3.555 -0.909 0.904 0.11
H -1.328 0.739 -0.056 0.05
H -2.533 2.299 -0.847 0.11
H -3.228 2.232 0.702 0.11
H -4.098 1.044 -1.826 0.11
H -4.744 2.478 -1.061 0.12
H -5.674 2.179 1.113 0.09
H -5.155 0.688 1.817 0.07
H -6.839 0.921 1.288 0.09
C 4.841 -5.938 8.988 -0.12
O 4.716 -6.144 7.587 -0.19
C 3.545 -6.933 7.276 -0.23
C 3.191 -6.950 5.805 -0.21
N 2.943 -5.556 5.314 -0.05
C 2.937 -5.443 3.817 -0.17
C 3.083 -3.944 3.477 -0.26
O 3.014 -3.790 2.099 -0.17
C 3.144 -2.473 1.698 -0.13
H 4.848 -6.879 9.539 0.08
H 3.920 -5.484 9.354 0.08
H 5.700 -5.364 9.335 0.09
H 2.716 -6.367 7.699 0.12
H 3.584 -7.968 7.617 0.12
H 2.253 -7.481 5.642 0.12
H 3.988 -7.501 5.307 0.11
H 3.652 -4.970 5.730 0.09
H 1.955 -5.666 3.400 0.12
H 3.733 -6.003 3.326 0.12
H 3.964 -3.549 3.983 0.12
H 2.295 -3.391 3.988 0.12
H 2.910 -2.250 0.657 0.06
H 4.160 -2.140 1.913 0.09
H 2.480 -1.812 2.255 0.09
```

Summary:
Energy relative to the best compared isomer or geometry (same formula, charge and spin) = 2.760 eV
E = -3969.45323 hartree
LUMO level = 0.662 eV
Kohn-Sham gap = 8.05 eV



# C31H78F3O11Zn

A structure of composition C31H78F3O11Zn in a non-equilibrium geometry (ωB97M-V with the def2-TZVPD basis set, the Open Molecules 2025 dataset).

The geometry in XYZ format:
```
124
Properties=species:S:1:pos:R:3:mulliken_spin:R:1
Zn 0.578 -2.483 3.688 -0.01
C 1.198 -1.563 0.274 -0.11
O 0.030 -0.774 0.043 0.36
O 1.176 -1.977 1.638 0.45
C 1.394 -2.701 -0.858 0.07
F 1.884 -2.217 -1.928 0.01
F 2.237 -3.571 -0.520 0.02
F 0.311 -3.429 -1.192 0.01
C 0.004 0.022 -1.187 0.03
C -1.340 0.823 -0.985 0.01
H -2.098 0.221 -0.484 0.00
H -1.013 1.517 -0.211 0.00
H -1.595 1.427 -1.856 0.00
H -0.139 -0.624 -2.053 0.02
H 0.854 0.689 -1.332 -0.01
H 1.964 -0.788 0.223 0.14
C 2.915 2.383 0.221 0.01
C 3.747 3.376 -0.632 0.00
C 4.838 2.707 -1.421 0.00
O 2.877 4.018 -1.524 0.00
H 3.490 1.644 0.779 0.00
H 2.043 1.962 -0.280 -0.01
H 2.267 2.853 0.960 0.00
H 4.207 4.154 -0.022 0.00
H 4.445 1.871 -2.000 0.00
H 5.697 2.329 -0.866 0.00
H 5.155 3.544 -2.043 0.00
H 3.094 4.953 -1.532 0.00
C -0.368 3.735 -5.220 0.00
C 0.551 4.158 -4.055 0.00
C -0.232 4.021 -2.790 0.00
O 1.647 3.251 -4.017 0.00
H -0.052 3.914 -6.248 0.00
H -1.420 4.014 -5.158 0.00
H -0.550 2.661 -5.224 0.00
H 0.895 5.192 -4.021 0.00
H -1.245 4.422 -2.829 0.00
H 0.262 4.524 -1.958 0.00
H -0.348 3.010 -2.400 0.00
H 2.094 3.445 -3.190 0.00
C 6.343 -5.549 1.806 0.00
C 5.391 -4.974 0.757 0.00
C 4.538 -5.869 -0.114 0.00
O 4.512 -4.133 1.475 0.00
H 5.779 -6.129 2.536 0.00
H 6.857 -4.690 2.237 0.00
H 7.245 -6.006 1.399 0.00
H 6.002 -4.335 0.120 0.00
H 4.017 -6.580 0.528 0.00
H 5.182 -6.571 -0.645 0.00
H 3.788 -5.403 -0.753 0.00
H 3.974 -3.664 0.833 0.00
C -3.401 1.972 -6.165 0.00
C -3.403 0.396 -5.859 0.00
C -2.472 -0.135 -4.764 0.00
O -4.647 -0.052 -5.453 0.00
H -2.490 2.322 -6.650 0.00
H -3.543 2.459 -5.200 0.00
H -4.158 2.167 -6.924 0.00
H -3.279 -0.099 -6.822 0.00
H -2.792 0.160 -3.765 0.00
H -1.448 0.130 -5.026 0.00
H -2.497 -1.224 -4.741 0.00
H -4.676 -1.012 -5.445 0.00
C -0.312 0.927 5.712 0.00
C -0.316 0.944 4.186 0.00
C 0.907 1.751 3.676 0.00
O -0.231 -0.441 3.677 0.00
H 0.474 0.387 6.241 0.00
H -1.098 0.233 6.011 0.00
H -0.455 1.891 6.199 0.00
H -1.228 1.413 3.818 0.00
H 1.032 1.760 2.593 0.00
H 1.825 1.285 4.036 0.00
H 0.964 2.775 4.045 0.00
H -0.087 -0.305 2.738 0.00
C 4.466 -0.945 3.651 0.00
C 3.641 -2.128 3.973 -0.01
C 4.335 -3.141 4.941 0.00
O 2.403 -1.700 4.541 0.00
H 5.328 -1.149 3.015 0.00
H 4.845 -0.501 4.571 0.00
H 3.885 -0.110 3.258 0.00
H 3.408 -2.630 3.034 0.00
H 4.469 -2.676 5.918 0.00
H 5.276 -3.435 4.475 0.00
H 3.683 -4.002 5.088 0.00
H 2.635 -1.276 5.371 0.00
C -1.757 4.741 3.020 0.00
C -1.519 3.865 1.772 0.00
C -2.663 4.112 0.779 0.00
O -0.280 4.089 1.190 0.00
H -1.860 5.750 2.620 0.00
H -0.978 4.579 3.765 0.00
H -2.723 4.527 3.476 0.00
H -1.639 2.809 2.017 0.00
H -3.612 4.162 1.313 0.00
H -2.791 3.342 0.018 0.00
H -2.638 5.095 0.309 0.00
H 0.095 4.957 1.355 0.00
C -6.219 2.119 0.165 0.00
C -6.578 0.667 0.615 0.00
C -5.496 -0.357 0.164 0.00
O -6.830 0.582 1.986 0.00
H -5.385 2.477 0.769 0.00
H -7.004 2.771 0.548 0.00
H -5.926 2.340 -0.861 0.00
H -7.487 0.348 0.106 0.00
H -5.555 -1.353 0.603 0.00
H -4.507 0.102 0.170 0.00
H -5.692 -0.595 -0.882 0.00
H -7.390 1.359 2.058 0.00
C -2.663 -4.315 -2.098 0.00
C -2.864 -4.924 -0.635 0.00
C -2.406 -6.367 -0.603 0.00
O -1.909 -4.182 0.162 0.02
H -1.640 -4.486 -2.433 0.00
H -2.877 -3.247 -2.107 0.00
H -3.298 -4.874 -2.786 0.00
H -3.900 -4.826 -0.311 0.00
H -1.435 -6.548 -1.063 0.00
H -3.104 -7.048 -1.091 0.00
H -2.301 -6.733 0.418 0.00
H -1.296 -3.763 -0.446 0.00
```

Summary:
E = -4133.62068 hartree
LUMO level (spin up / spin down) = -9.766 / -11.022 eV
Charge = +2
Kohn-Sham gap (spin up / spin down) = 3.35 / 2.07 eV
⟨S²⟩ = 0.759
Spin multiplicity = 2



# C31H78N2O11S2

A structure of composition C31H78N2O11S2 in a non-equilibrium geometry (ωB97M-V with the def2-TZVPD basis set, the Open Molecules 2025 dataset).

The geometry in XYZ format:
```
124
Properties=species:S:1:pos:R:3:lowdin_charge:R:1
C 1.845 -3.585 3.248 -0.05
C 0.934 -4.742 3.648 -0.47
C -0.480 -4.206 3.998 -0.06
O 0.857 -5.708 2.612 -0.07
H 2.032 -2.971 4.127 0.08
H 1.280 -2.958 2.550 0.06
H 2.668 -3.972 2.652 0.09
H 1.237 -5.231 4.572 0.13
H -1.092 -4.971 4.466 0.07
H -0.978 -3.641 3.209 0.07
H -0.264 -3.420 4.734 0.07
H 0.596 -5.253 1.797 0.04
C 0.355 -1.212 0.476 -0.05
C 0.228 0.086 -0.279 -0.47
C -0.996 0.158 -1.166 -0.05
O 0.246 1.127 0.689 -0.04
H 1.009 -1.141 1.349 0.03
H 0.663 -2.102 -0.071 0.06
H -0.514 -1.487 1.093 0.10
H 1.081 0.148 -0.965 0.11
H -0.901 -0.566 -1.982 0.06
H -1.039 1.135 -1.656 0.08
H -1.959 -0.046 -0.696 0.06
H 0.531 1.935 0.244 0.05
C -4.082 -0.965 -1.788 -0.07
C -3.603 -2.420 -1.795 -0.46
C -4.560 -3.329 -2.512 -0.06
O -2.333 -2.376 -2.473 -0.07
H -4.363 -0.651 -2.800 0.09
H -3.377 -0.254 -1.354 0.03
H -4.965 -0.705 -1.189 0.09
H -3.587 -2.603 -0.720 0.15
H -4.182 -4.352 -2.536 0.08
H -4.824 -3.037 -3.533 0.08
H -5.542 -3.319 -2.030 0.09
H -2.584 -2.069 -3.353 0.09
C -4.448 3.637 0.705 -0.09
C -3.831 4.119 -0.623 -0.43
C -3.750 3.040 -1.682 -0.05
O -4.674 5.143 -1.159 -0.05
H -5.291 2.954 0.631 0.12
H -4.683 4.584 1.191 0.12
H -3.671 3.108 1.262 0.05
H -2.846 4.545 -0.432 0.12
H -3.059 2.221 -1.432 0.05
H -3.382 3.361 -2.655 0.08
H -4.699 2.506 -1.780 0.08
H -5.567 5.135 -0.813 0.08
C 0.362 5.152 -1.754 -0.04
C 1.778 4.730 -1.343 -0.45
C 2.446 5.582 -0.274 -0.04
O 1.662 3.396 -0.834 -0.10
H -0.052 4.371 -2.398 0.08
H 0.269 6.072 -2.335 0.08
H -0.265 5.149 -0.860 0.06
H 2.400 4.642 -2.246 0.13
H 2.977 6.419 -0.728 0.08
H 2.984 5.008 0.470 0.08
H 1.612 6.116 0.202 0.06
H 1.574 2.757 -1.552 0.05
C 1.024 4.371 2.999 -0.07
C 0.022 4.630 1.874 -0.40
C -1.238 3.734 2.026 -0.18
O -2.085 4.187 3.062 -0.17
C -3.410 3.748 2.885 -0.15
N -0.422 6.039 1.980 0.06
H 0.597 4.541 3.995 0.08
H 1.792 5.152 3.038 0.07
H 1.473 3.381 2.895 0.06
H 0.492 4.209 0.979 0.09
H -0.904 2.718 2.264 0.12
H -1.746 3.744 1.056 0.10
H -4.028 4.252 3.630 0.11
H -3.557 2.670 2.998 0.12
H -3.798 4.072 1.913 -0.05
H -1.290 5.961 2.504 0.06
H 0.198 6.589 2.555 0.06
C 3.137 -0.488 5.715 -0.06
C 2.886 0.625 4.664 -0.41
C 2.824 0.140 3.192 -0.24
O 3.925 -0.616 2.821 -0.16
C 3.774 -1.158 1.519 -0.08
N 1.584 1.239 4.897 0.04
H 2.373 -1.245 5.855 0.06
H 3.298 0.025 6.668 0.07
H 4.135 -0.882 5.491 0.07
H 3.709 1.332 4.782 0.14
H 2.772 1.119 2.693 0.13
H 1.864 -0.376 3.064 0.11
H 3.354 -2.153 1.636 0.07
H 4.640 -1.034 0.872 0.09
H 3.030 -0.583 0.954 0.07
H 0.955 1.154 4.107 0.06
H 1.684 2.237 5.042 0.06
C -0.111 -5.900 -2.970 -0.22
C 0.161 -6.964 -1.904 -0.19
C 1.540 -6.579 -1.317 -0.21
S 1.544 -4.790 -1.195 0.70
O 2.847 -4.298 -1.619 -0.32
O 0.971 -4.456 0.078 -0.33
C 0.256 -4.484 -2.454 -0.21
H -1.128 -5.959 -3.362 0.11
H 0.463 -5.913 -3.904 0.11
H 0.067 -7.948 -2.351 0.12
H -0.576 -6.838 -1.109 0.12
H 2.288 -6.909 -2.039 0.11
H 1.823 -6.978 -0.345 0.11
H 0.336 -3.629 -3.122 0.07
H -0.577 -4.075 -1.868 0.08
C 2.357 -2.066 -4.311 -0.23
C 2.451 -1.357 -5.680 -0.23
C 2.554 0.134 -5.448 -0.20
S 1.445 0.405 -3.995 0.70
O 0.195 0.893 -4.551 -0.33
O 2.091 1.176 -2.969 -0.32
C 1.243 -1.370 -3.569 -0.23
H 3.319 -1.889 -3.814 0.13
H 2.270 -3.145 -4.410 0.11
H 1.480 -1.567 -6.150 0.12
H 3.203 -1.752 -6.360 0.12
H 2.182 0.779 -6.236 0.10
H 3.577 0.351 -5.140 0.11
H 0.347 -1.668 -4.123 0.10
H 1.131 -1.587 -2.512 0.09
```

Summary:
E = -2961.16519 hartree
LUMO level = 0.043 eV
Kohn-Sham gap = 8.67 eV



Which of these has the lowest E? C31H78F3O11Zn